{"formula": "C16H24F6NO11Zn", "method": "ωB97M-V/def2-TZVPD", "symbols": ["H", "C", "H", "Zn", "H", "H", "O", "H", "O", "O", "H", "C", "C", "O", "C", "H", "C", "H", "C", "O", "C", "O", "C", "H", "H", "F", "C", "O", "F", "O", "C", "O", "O", "H", "H", "C", "H", "F", "H", "F", "C", "F", "N", "H", "C", "O", "H", "F", "H", "H", "H", "H", "C", "C", "H", "H", "H", "C", "H"], "xyz": [[-0.322, 1.228, 4.822], [-2.525, 0.212, -0.769], [0.298, 4.705, -0.149], [0.625, 0.133, -1.409], [-0.438, 3.119, 0.219], [-4.222, 0.759, 1.410], [-2.728, 1.161, 0.114], [2.283, 0.538, 4.783], [1.092, -1.824, -0.784], [-0.296, 0.624, 2.779], [2.474, -3.384, 3.481], [2.459, -4.224, 2.786], [1.069, -4.328, -1.273], [0.395, 0.495, -3.409], [0.163, 0.564, 4.106], [0.544, 2.512, -4.059], [0.715, 0.622, 1.898], [-4.005, -0.759, -2.231], [-3.837, -0.504, -1.185], [2.640, 0.700, -1.251], [-1.504, 2.116, -3.997], [1.564, -3.175, 0.865], [0.316, 3.638, -0.372], [1.633, 2.052, 4.219], [-0.688, 4.091, -2.147], [-1.814, 3.369, -4.061], [2.092, 0.577, 2.642], [0.591, 0.720, 0.685], [2.392, -4.546, -1.399], [3.583, 2.511, -1.813], [1.647, 0.982, 4.017], [4.737, 0.812, -1.363], [-1.406, -0.162, -1.128], [0.414, -4.294, 2.213], [-5.774, 0.026, -0.530], [-0.072, 1.829, -3.474], [3.458, -4.343, 2.365], [0.588, -4.028, -2.444], [-0.197, -3.268, -0.080], [0.474, -5.448, -0.917], [0.179, 3.509, -1.834], [-2.469, 1.539, -3.367], [3.663, 1.358, -1.456], [1.516, -5.248, 1.191], [-4.822, 0.524, -0.713], [0.087, 2.122, -2.120], [2.594, -0.363, 2.413], [-1.586, 1.801, -5.309], [2.747, 1.361, 2.262], [2.397, -5.109, 3.420], [0.018, -0.451, 4.476], [1.033, 4.009, -2.291], [1.391, -4.309, 1.730], [-4.122, 1.207, 0.421], [-4.316, 2.277, 0.508], [1.275, 3.268, -0.010], [-3.827, -1.438, -0.624], [0.847, -3.110, -0.350], [-5.020, 1.245, -1.506]], "total_charge": -1, "e_tot_ha": -3884.94356, "fmax_ha_per_bohr": 0.085, "de_lowest_kj_mol": 268.8, "molar_mass_da": 585.74, "orbital_gap_ev": 7.1}